C14H8Br2INO2RhSe3Te2 | the ωB97M-V functional and the def2-TZVPD basis

Values from the calculation:
- expectation value of S² = 6.02
- largest force on an atom (eV/A) = 0.40
- total charge = -1
- molar mass (g/mol) = 1103.921
- 2S+1 = 5
- frontier orbital gap (spin up / spin down) (eV) = 6.559 / 5.686

Last column: Mulliken charge in e.
Positions of all 34 atoms, in Å:
1 Rh 0.999 1.059 -2.079  0.7695
2 Se -0.932 2.612 -1.942  -0.5084
3 Te 0.295 4.773 -2.031  0.0372
4 Te 2.534 4.275 -0.699  0.1310
5 Se 3.205 2.010 -1.240  -0.4019
6 Br -2.560 -3.346 -0.555  -0.2267
7 C -1.041 -3.581 -1.664  0.2638
8 C -1.047 -4.659 -2.540  -0.4087
9 C 0.036 -4.871 -3.375  -0.4356
10 C 1.125 -4.011 -3.324  -0.7170
11 C 1.123 -2.945 -2.443  -0.5716
12 C 0.035 -2.704 -1.606  0.0823
13 I 0.110 -1.041 -0.331  0.5367
14 H -1.903 -5.319 -2.564  0.3750
15 H 0.026 -5.706 -4.062  0.3528
16 H 1.979 -4.163 -3.971  0.3663
17 H 1.977 -2.280 -2.401  0.6219
18 Br -0.919 3.788 6.542  -0.2385
19 C -0.978 2.551 5.092  0.1287
20 C -1.681 1.367 5.254  -0.3762
21 C -1.721 0.472 4.196  -0.6390
22 C -1.061 0.756 3.010  -0.2277
23 C -0.362 1.946 2.863  0.2518
24 C -0.328 2.857 3.914  -0.3983
25 C 0.366 2.272 1.565  0.3039
26 O 0.685 3.465 1.395  -0.6216
27 O 0.549 1.319 0.767  -0.4344
28 H -2.185 1.156 6.187  0.3815
29 H -2.271 -0.455 4.303  0.3859
30 H -1.088 0.058 2.187  0.2029
31 H 0.204 3.788 3.775  0.4905
32 Se 1.302 -0.025 -4.346  -0.2645
33 C 1.661 1.730 -4.841  0.2510
34 N 1.868 2.850 -5.035  -0.4625

***

C23H61BrO22PbS7 | the ωB97M-V functional and the def2-TZVPD basis

Values from the calculation:
- largest force on an atom (eV/A) = 5.06
- molar mass (g/mol) = 1201.292
- 2S+1 = 1
- frontier orbital gap (eV) = 7.259

Last column: Mulliken charge in e.
Positions of all 115 atoms, in Å:
1 Pb 0.244 -2.877 1.451  1.4741
2 Br -0.694 0.157 0.596  -0.5591
3 C -3.824 -2.915 2.884  -0.6494
4 C -2.723 -3.880 3.315  -0.4090
5 O -1.458 -3.367 3.232  -0.7104
6 H -4.745 -3.445 3.127  0.3893
7 H -3.954 -2.652 1.834  -0.0371
8 H -3.955 -1.962 3.397  0.2294
9 H -2.729 -4.683 2.577  0.1389
10 H -2.936 -4.184 4.340  0.3119
11 O -4.618 -3.437 -0.521  -0.6335
12 S -3.337 -2.928 -0.922  0.5309
13 O -2.196 -2.994 -0.044  0.0481
14 O -3.000 -3.420 -2.470  -0.1555
15 C -3.851 -4.427 -3.018  -0.4506
16 C -3.651 -5.860 -2.367  -0.8809
17 C -3.541 -1.161 -1.463  -0.3764
18 H -3.582 -4.446 -4.074  0.3900
19 H -4.896 -4.116 -3.025  0.3515
20 H -3.806 -5.651 -1.308  0.2831
21 H -2.636 -6.230 -2.512  0.2310
22 H -4.467 -6.489 -2.722  0.3622
23 H -4.418 -1.140 -2.111  0.4087
24 H -2.574 -0.927 -1.908  0.2140
25 H -3.558 -0.519 -0.582  -0.2434
26 O 4.925 3.602 -0.481  -0.6339
27 S 3.536 3.096 -0.428  0.9486
28 O 3.138 1.734 -0.844  -0.3722
29 O 3.079 3.233 1.139  -0.3268
30 C 1.704 3.198 1.510  1.1462
31 C 1.600 3.921 2.826  -1.1306
32 C 2.634 4.414 -1.275  -0.7272
33 H 1.373 2.198 1.790  -0.3325
34 H 0.955 3.514 0.783  -0.0470
35 H 2.042 4.907 2.681  0.4385
36 H 2.215 3.303 3.479  -0.0794
37 H 0.539 3.978 3.070  0.3050
38 H 3.001 4.464 -2.300  0.4450
39 H 2.661 5.315 -0.662  0.3745
40 H 1.596 4.095 -1.369  -0.0203
41 O 1.771 -1.339 3.520  -0.4482
42 S 1.692 -0.314 4.586  0.9624
43 O 2.011 -0.732 5.973  -0.6471
44 O 2.686 0.952 4.185  -0.0341
45 C 3.979 0.981 4.740  -0.3314
46 C 4.826 2.156 4.307  -1.1965
47 C -0.033 0.388 4.486  -0.6458
48 H 4.512 0.061 4.500  0.3236
49 H 3.920 1.029 5.827  0.4286
50 H 5.087 1.971 3.265  0.2088
51 H 5.778 2.400 4.777  0.4126
52 H 4.401 3.158 4.382  0.3397
53 H -0.714 -0.457 4.381  0.2769
54 H -0.141 0.983 3.579  -0.0766
55 H -0.322 1.021 5.325  0.4789
56 O -3.953 4.863 0.305  -0.5825
57 S -3.679 4.559 1.660  1.1253
58 O -3.881 5.602 2.674  -0.6460
59 O -4.510 3.175 2.015  -0.3953
60 C -4.524 2.033 1.144  -0.0919
61 C -4.198 0.815 2.095  -0.7346
62 C -1.963 3.902 1.763  -0.4414
63 H -3.769 2.324 0.414  0.0606
64 H -5.516 1.980 0.695  0.3971
65 H -3.157 0.808 2.418  0.0592
66 H -4.433 -0.114 1.576  0.1465
67 H -4.745 0.839 3.037  0.5010
68 H -1.899 3.276 2.653  0.2049
69 H -1.240 4.716 1.802  0.5416
70 H -1.885 3.244 0.898  -0.2390
71 O -0.714 3.974 -5.798  -0.6301
72 S -2.067 4.319 -5.460  1.2515
73 O -3.101 3.251 -5.204  -0.6394
74 O -2.019 5.300 -4.138  -0.2670
75 C -1.329 4.910 -2.967  -0.7050
76 C -2.112 3.939 -2.166  -0.2642
77 C -2.740 5.509 -6.634  -0.9082
78 H -1.234 5.768 -2.301  0.3128
79 H -0.301 4.687 -3.255  0.3770
80 H -3.015 4.384 -1.748  0.1620
81 H -1.542 3.513 -1.340  -0.0080
82 H -2.385 3.114 -2.824  0.3199
83 H -2.250 5.342 -7.593  0.3450
84 H -2.556 6.478 -6.168  0.3125
85 H -3.754 5.192 -6.876  0.3400
86 O -0.177 -2.890 -3.310  -0.5793
87 S 1.069 -2.852 -2.556  0.6092
88 O 1.025 -3.251 -1.148  -0.2971
89 O 2.190 -3.775 -3.455  -0.2992
90 C 2.136 -3.690 -4.862  -0.3248
91 C 1.550 -5.033 -5.343  -1.0760
92 C 1.945 -1.172 -2.779  -0.8569
93 H 2.987 -3.274 -5.401  0.4527
94 H 1.483 -2.880 -5.187  0.2109
95 H 1.240 -4.873 -6.375  0.3460
96 H 0.801 -5.348 -4.616  0.2248
97 H 2.220 -5.892 -5.375  0.3381
98 H 2.998 -1.448 -2.714  0.3955
99 H 1.714 -0.568 -1.902  0.1964
100 H 1.617 -0.715 -3.713  0.4697
101 O 4.569 -1.434 -0.538  -0.6595
102 S 4.058 -2.085 0.731  0.8852
103 O 2.698 -2.553 0.978  -0.0594
104 O 5.161 -3.226 1.279  -0.4121
105 C 4.788 -4.352 2.020  -0.1606
106 C 4.314 -5.468 1.117  -1.0572
107 C 4.549 -0.781 2.038  -0.8744
108 H 3.983 -4.156 2.729  0.1821
109 H 5.696 -4.582 2.577  0.4161
110 H 4.934 -5.599 0.231  0.2809
111 H 3.272 -5.377 0.811  0.2210
112 H 4.334 -6.321 1.795  0.4064
113 H 3.835 0.038 1.948  0.0944
114 H 5.597 -0.500 1.928  0.4892
115 H 4.340 -1.319 2.962  0.2360

***

C3H6N2O | the ωB97M-V functional and the def2-TZVPD basis

Values from the calculation:
- energy relative to the best compared isomer or geometry (same formula, charge and spin) (kJ/mol) = 384.26
- SMILES = [H]/N=C(O)\C=N/C
- largest force on an atom (eV/A) = 4.52
- molar mass (g/mol) = 86.094
- 2S+1 = 1
- frontier orbital gap (spin up / spin down) (eV) = 8.401 / 8.399

Last column: Mulliken charge in e.
Positions of all 12 atoms, in Å:
1 C -1.638 0.120 0.444  -0.6126
2 C 1.192 0.053 -0.202  0.6773
3 C 0.163 0.192 -1.168  -0.2434
4 O 2.158 0.956 -0.028  -0.4930
5 N -0.955 -0.411 -0.725  -0.4636
6 N 0.947 -0.882 0.721  -0.7442
7 H 2.717 0.648 0.703  0.3737
8 H 0.621 -1.745 0.281  0.2945
9 H 0.359 0.330 -2.231  0.3514
10 H -1.112 0.933 0.956  0.2966
11 H -1.842 -0.693 1.143  0.2611
12 H -2.610 0.499 0.106  0.3023

***

C14H62FNO27 | the ωB97M-V functional and the def2-TZVPD basis

Values from the calculation:
- largest force on an atom (eV/A) = 1.25
- molar mass (g/mol) = 695.628
- 2S+1 = 1
- frontier orbital gap (eV) = 8.489

Last column: Mulliken charge in e.
Positions of all 105 atoms, in Å:
1 C 1.338 3.094 -1.016  -1.4973
2 C 0.404 1.922 -0.943  0.6011
3 C -0.903 2.025 -1.425  -1.5617
4 C -1.764 0.936 -1.382  -0.8536
5 C -1.378 -0.302 -0.858  0.8021
6 C -2.335 -1.471 -0.867  1.3734
7 C -3.777 -1.031 -0.656  -1.5984
8 C -2.234 -2.152 -2.257  -1.1422
9 C -0.074 -0.382 -0.370  0.6078
10 O 0.427 -1.583 0.164  0.2446
11 C 0.862 -1.520 1.477  -1.3489
12 N -0.177 -1.995 2.429  0.6806
13 O 0.169 -3.264 2.972  -0.5671
14 C -0.286 -1.111 3.495  0.1466
15 O -0.101 -1.332 4.644  -0.5925
16 O -0.626 0.118 3.009  -0.3231
17 C -1.951 0.546 3.296  -0.6928
18 C -2.910 0.103 2.222  0.4005
19 O -3.140 -0.997 1.890  -0.4117
20 F -3.545 1.131 1.659  -0.2667
21 C 0.795 0.708 -0.410  -0.3827
22 H 1.368 3.417 -2.052  0.2103
23 H 0.990 3.932 -0.421  0.4118
24 H 2.350 2.829 -0.740  0.3091
25 H -1.249 2.964 -1.830  0.5099
26 H -2.760 1.064 -1.768  0.5061
27 H -2.025 -2.204 -0.127  0.1774
28 H -3.889 -0.297 0.133  -0.0355
29 H -4.414 -1.891 -0.471  0.3137
30 H -4.150 -0.589 -1.569  0.6095
31 H -1.187 -2.288 -2.479  0.3530
32 H -2.783 -3.078 -2.272  0.1553
33 H -2.612 -1.449 -2.989  0.2840
34 H 1.705 -2.189 1.603  0.2646
35 H 1.180 -0.521 1.756  0.5414
36 H 0.147 -3.840 2.197  0.3532
37 H -2.294 0.181 4.258  0.5888
38 H -1.933 1.626 3.322  0.4427
39 H 1.800 0.553 -0.048  0.5865
40 O 1.942 2.288 -4.109  -0.6376
41 H 2.095 2.555 -5.029  0.2871
42 H 1.255 1.613 -4.160  0.3200
43 O 2.625 3.246 -6.851  -0.6040
44 H 2.367 4.067 -7.290  0.3456
45 H 2.631 2.592 -7.556  0.2732
46 O 1.088 4.621 -8.927  -0.6310
47 H 0.148 4.494 -8.757  0.3228
48 H 1.193 4.466 -9.871  0.3048
49 O 1.145 -3.298 -2.316  -0.7135
50 H 0.914 -2.822 -1.507  0.1270
51 H 1.740 -4.002 -2.021  0.4875
52 O 1.010 5.024 -5.112  -0.6377
53 H 1.890 5.380 -4.959  0.3049
54 H 1.097 4.088 -4.884  0.3177
55 O 4.002 0.594 -1.231  -0.5250
56 H 3.743 1.428 -1.639  0.2371
57 H 4.015 -0.029 -1.966  0.2982
58 O -6.314 0.656 -0.397  -0.6038
59 H -6.799 1.487 -0.424  0.3015
60 H -6.215 0.472 0.542  0.2547
61 O -5.324 -3.013 1.329  -0.6414
62 H -5.719 -3.136 2.197  0.2893
63 H -4.516 -2.515 1.496  0.3886
64 O 1.815 -5.866 -3.193  -0.6487
65 H 1.428 -5.123 -3.671  0.3016
66 H 1.943 -6.538 -3.872  0.3054
67 O -1.328 1.736 5.920  -0.6254
68 H -0.617 1.365 5.386  0.2831
69 H -0.840 2.185 6.625  0.3223
70 O 3.362 -3.733 0.002  -0.6578
71 H 2.859 -2.914 -0.058  0.3562
72 H 3.437 -3.918 0.944  0.3107
73 O -6.362 2.685 2.125  -0.6253
74 H -5.500 2.266 2.216  0.3143
75 H -6.653 2.842 3.028  0.3123
76 O 0.929 2.228 7.585  -0.6593
77 H 1.842 2.524 7.672  0.3057
78 H 0.916 1.364 8.018  0.3473
79 O -1.918 5.111 -5.820  -0.6592
80 H -1.053 4.807 -5.520  0.3719
81 H -1.804 6.062 -5.896  0.3086
82 O -4.603 -4.747 -2.074  -0.5786
83 H -5.160 -4.725 -1.288  0.2906
84 H -4.891 -5.527 -2.559  0.2693
85 O -4.952 -1.594 -3.718  -0.5606
86 H -5.613 -1.018 -4.114  0.2769
87 H -5.401 -2.432 -3.565  0.2848
88 O 3.560 3.902 8.680  -0.6166
89 H 4.420 4.333 8.692  0.3012
90 H 2.957 4.548 9.062  0.3183
91 O 6.441 -0.142 0.661  -0.6482
92 H 6.485 0.774 0.963  0.3389
93 H 5.530 -0.243 0.368  0.2900
94 O 1.661 -0.607 8.792  -0.6268
95 H 1.799 -0.931 9.686  0.3056
96 H 1.582 -1.396 8.246  0.3135
97 O 0.395 -7.494 -5.148  -0.6251
98 H -0.233 -7.573 -4.422  0.3307
99 H 0.275 -8.288 -5.678  0.3008
100 O 6.964 1.940 2.938  -0.6307
101 H 6.808 2.382 3.776  0.2734
102 H 7.416 1.124 3.192  0.3726
103 O 7.459 -0.215 4.847  -0.6342
104 H 8.264 -0.691 5.074  0.3185
105 H 7.026 -0.050 5.690  0.3061